The following is a quantum chemistry calculation of C36H37F2HfN9 as an isolated structure at a distorted geometry, from the Open Molecules 2025 dataset.

Structure (XYZ):
```
85
Properties=species:S:1:pos:R:3:forces:R:3:lowdin_charge:R:1
Hf 0.3852 0.7968 -0.2622 0.0 -1.7 -0.6 1.660
C -0.6508 -5.3549 1.9722 0.0 -0.1 0.0 -0.025
C -0.5229 -3.8701 1.8795 0.1 0.2 0.0 -0.253
C -1.6235 -3.0465 2.1125 0.1 0.1 0.0 -0.011
C -1.5167 -1.6726 2.0234 0.2 0.0 -0.1 -0.024
C -0.2999 -1.0608 1.7080 0.3 -0.9 0.1 -0.274
N -0.1632 0.3322 1.5969 -0.4 0.3 0.6 -0.123
C -0.1903 1.1200 2.7287 -0.2 0.7 1.2 -0.207
C -0.4253 0.5947 4.0095 0.1 0.0 -0.5 0.008
C -0.4448 1.3859 5.1365 0.1 0.3 0.0 -0.009
C -0.2012 2.7548 5.0571 -0.1 -0.2 -0.2 -0.258
C -0.1994 3.6368 6.2607 0.0 0.1 0.0 -0.032
C 0.0604 3.2863 3.8047 0.0 -0.2 -0.2 0.032
C 0.0527 2.5073 2.6493 -0.1 -0.6 0.9 -0.122
N 0.3297 3.1640 1.4222 -0.4 0.6 0.3 -0.079
C -0.0274 4.4249 1.1368 0.2 -0.1 -0.4 -0.007
C 0.6336 4.8049 -0.0176 0.1 -0.2 0.2 0.010
C 1.3782 3.6936 -0.3813 0.0 0.5 0.3 -0.110
N 1.1957 2.6901 0.4960 0.5 0.2 -0.2 -0.048
C 0.8150 -1.8926 1.4850 -0.9 0.0 0.3 -0.140
C 0.6904 -3.2764 1.5602 0.0 0.2 0.0 0.034
N 2.0910 -1.3293 1.2614 0.4 -0.2 0.1 -0.063
C 3.2625 -1.7885 1.7403 0.4 0.4 -0.2 -0.009
C 4.2556 -0.9428 1.2912 -0.1 -0.2 0.0 -0.010
C 3.5936 0.0212 0.5387 -0.2 -0.2 0.0 -0.098
N 2.2800 -0.2199 0.5191 0.9 -0.1 -0.1 -0.065
H -1.3910 -5.6272 2.7201 0.0 -0.1 0.0 0.092
H 0.2999 -5.8114 2.2339 0.0 -0.1 0.0 0.089
H -0.9770 -5.7699 1.0180 0.0 -0.1 0.0 0.087
H -2.5713 -3.4926 2.3749 -0.1 0.0 0.0 0.129
H -2.3726 -1.0423 2.2163 -0.1 0.1 0.0 0.134
H -0.5839 -0.4677 4.1070 0.0 -0.1 0.0 0.113
H -0.6268 0.9271 6.0969 0.0 0.0 0.1 0.124
H -0.4424 3.0765 7.1565 0.0 0.0 0.1 0.083
H -0.9277 4.4365 6.1443 -0.1 0.1 0.1 0.091
H 0.7773 4.0973 6.3948 0.1 0.0 0.1 0.092
H 0.3036 4.3345 3.7263 0.0 0.2 0.0 0.128
H -0.7175 4.9654 1.7550 -0.1 0.0 0.1 0.148
H 0.6001 5.7557 -0.5075 -0.1 0.2 -0.1 0.118
H 2.0576 3.6028 -1.2102 -0.1 -0.2 -0.1 0.119
H 1.5591 -3.8957 1.3903 0.1 -0.1 -0.1 0.125
H 3.3263 -2.6411 2.3856 -0.1 -0.2 0.1 0.141
H 5.3052 -1.0224 1.4811 0.2 0.0 0.1 0.113
H 3.9979 0.8664 0.0114 0.0 0.1 0.0 0.116
F -4.3112 3.6608 0.4554 0.0 0.0 0.0 0.104
C -3.3687 3.2428 -0.3877 0.4 -0.2 -0.1 -0.258
C -2.4721 2.2666 0.0310 -0.1 -0.1 0.0 -0.041
C -1.4482 1.8297 -0.8079 -1.0 0.9 -0.6 -0.233
C -1.3714 2.3847 -2.1082 -0.4 0.1 0.1 -0.152
C -2.3059 3.3506 -2.5013 0.2 -0.2 0.3 -0.204
F -2.2278 3.9036 -3.7195 0.0 0.1 0.0 0.094
C -3.2857 3.8147 -1.6458 0.0 -0.1 0.0 0.101
C -0.2654 1.9447 -2.9777 -0.2 0.3 -0.4 -0.202
C -0.3443 1.9119 -4.3737 0.2 0.0 0.0 0.037
C 0.7586 1.5158 -5.1066 -0.1 0.0 0.3 -0.004
C 1.9319 1.1811 -4.4399 0.0 0.0 0.2 -0.024
C 1.9258 1.2022 -3.0600 0.4 0.1 -0.4 -0.137
N 0.8578 1.5518 -2.3365 0.0 0.6 -1.0 -0.061
H -2.5859 1.8577 1.0296 0.0 0.1 0.0 0.110
H -3.9448 4.6105 -1.9505 -0.2 0.0 -0.1 0.145
H -1.2541 2.1912 -4.8805 0.0 0.0 0.1 0.127
H 0.7133 1.4800 -6.1830 0.0 0.0 -0.1 0.127
H 2.8183 0.9071 -4.9856 0.2 0.0 0.0 0.118
H 2.8224 0.9557 -2.4984 0.0 -0.1 0.0 0.116
C -1.8533 -3.8312 -1.9443 -0.1 -0.3 -0.1 -0.029
N -1.3464 -2.4727 -1.8922 0.3 0.1 0.0 -0.118
C -2.2986 -1.4753 -1.4479 -0.1 0.4 0.0 -0.020
C -0.0422 -2.1761 -1.9956 -0.2 -0.2 0.0 -0.386
N 0.4323 -1.0438 -1.4915 0.3 0.0 -0.1 0.023
N 0.7906 -3.0632 -2.6075 -0.1 0.1 0.2 -0.148
C 0.4378 -3.7460 -3.8400 -0.1 -0.1 -0.2 -0.033
C 2.2233 -3.0199 -2.3866 0.1 0.0 0.1 -0.037
H -2.5529 -3.9753 -1.1216 0.0 0.0 0.1 0.098
H -1.0403 -4.5441 -1.8361 0.0 0.0 0.0 0.093
H -2.3868 -4.0203 -2.8781 0.0 -0.1 0.0 0.102
H -3.2931 -1.7867 -1.7659 0.0 0.1 0.0 0.109
H -2.0737 -0.5042 -1.8949 -0.1 -0.1 0.0 0.074
H -2.2982 -1.3669 -0.3572 0.0 -0.1 -0.1 0.076
H 1.3937 -0.9408 -1.8173 -0.1 -0.2 -0.1 0.031
H -0.5830 -3.5244 -4.1298 0.0 0.0 0.0 0.089
H 0.5656 -4.8238 -3.7307 -0.1 0.0 -0.1 0.105
H 1.1003 -3.3986 -4.6382 -0.1 0.0 0.0 0.103
H 2.7370 -2.3345 -3.0703 0.0 0.1 0.0 0.098
H 2.6173 -4.0195 -2.5730 0.0 0.1 0.1 0.107
H 2.4540 -2.7501 -1.3567 0.0 0.0 0.0 0.083
```
Positions in Å, forces in eV/Å.

The calculation puts the relative energy (zero: lowest compared OMol25 entry of this formula, charge and spin) at 0.789 eV. Its max |F| is 1.8 eV/A. As for the total energy: -58074.966 eV. The calculation puts the highest occupied orbital energy at -12.80 eV. Its total charge is +2.